{
  "formula": "C25H49N2O13S2",
  "method": "ωB97M-V/def2-TZVPD",
  "homo_ev": -5.9,
  "e_lumo_ev": 2.1,
  "homo_lumo_gap_ev": 7.953,
  "multiplicity": 1,
  "total_charge": -1,
  "energy_ev": -77981.3578,
  "largest_force_ev_per_a": 1.69,
  "elements": ["C", "C", "S", "O", "O", "N", "S", "O", "O", "C", "C", "C", "C", "C", "N", "H", "H", "H", "H", "H", "H", "H", "C", "O", "C", "C", "O", "C", "C", "O", "C", "H", "H", "H", "H", "H", "H", "H", "H", "H", "H", "H", "H", "H", "H", "C", "O", "C", "C", "O", "C", "C", "O", "C", "H", "H", "H", "H", "H", "H", "H", "H", "H", "H", "H", "H", "H", "H", "C", "O", "C", "C", "O", "C", "C", "O", "C", "H", "H", "H", "H", "H", "H", "H", "H", "H", "H", "H", "H", "H", "H"],
  "positions_angstrom": [[-0.09542, 0.61899, -1.78840], [-0.96703, -0.39526, -1.93471], [-2.56889, -0.18254, -1.17242], [-3.12315, 0.96211, -1.85052], [-2.34524, 0.06465, 0.24071], [-3.43878, -1.47065, -1.54979], [-3.74087, -2.50346, -0.35225], [-4.48106, -3.60260, -0.92263], [-4.38626, -1.94490, 0.80609], [-2.13539, -3.17530, 0.14410], [-1.55008, -2.63529, 1.27565], [-0.31287, -3.13043, 1.65504], [0.26797, -4.12582, 0.88315], [-0.42089, -4.56475, -0.24034], [-1.61424, -4.12054, -0.62311], [0.39006, 1.07297, -2.64560], [0.10114, 1.05226, -0.81568], [-0.69257, -1.31183, -2.44200], [-2.01130, -1.86242, 1.86412], [0.20486, -2.77303, 2.53446], [1.23341, -4.55059, 1.10815], [0.03802, -5.32657, -0.85894], [4.38632, 1.42787, 6.90649], [3.38211, 1.46075, 5.92118], [3.76755, 0.79342, 4.72860], [2.55627, 0.30529, 3.96618], [1.97046, -0.87590, 4.49080], [1.24606, -0.76275, 5.70717], [-0.08010, -0.04734, 5.56868], [0.10114, 1.35515, 5.47946], [-0.93286, 1.98595, 4.74944], [5.27800, 1.97904, 6.58269], [3.98539, 1.89807, 7.80291], [4.66341, 0.39510, 7.14959], [4.42016, -0.05760, 4.95699], [4.31963, 1.50942, 4.10262], [2.89468, 0.02739, 2.96533], [1.81567, 1.09830, 3.85006], [1.85973, -0.32058, 6.49452], [1.03129, -1.79210, 6.00387], [-0.69366, -0.25813, 6.45570], [-0.59935, -0.42372, 4.67998], [-1.00706, 1.57555, 3.73679], [-0.68619, 3.04373, 4.67662], [-1.89731, 1.87896, 5.25766], [-5.11597, -1.44528, -4.31086], [-4.92367, -2.72128, -4.90138], [-5.36393, -3.77542, -4.05768], [-5.73097, -4.98976, -4.87797], [-6.99906, -4.90068, -5.53082], [-7.09970, -4.02889, -6.64045], [-6.40872, -4.52564, -7.89299], [-5.00593, -4.34032, -7.82058], [-4.29278, -5.28099, -8.58161], [-4.50732, -1.32174, -3.40665], [-4.81981, -0.69984, -5.04992], [-6.17522, -1.28905, -4.06574], [-6.23040, -3.45844, -3.46733], [-4.55271, -4.03499, -3.37143], [-5.83302, -5.82935, -4.18737], [-4.94005, -5.24349, -5.58662], [-6.77296, -3.01935, -6.38221], [-8.16962, -3.98000, -6.86339], [-6.78112, -3.95472, -8.75647], [-6.64823, -5.58660, -8.03674], [-4.52538, -6.30390, -8.26028], [-3.23144, -5.10196, -8.41776], [-4.51114, -5.17563, -9.65249], [4.82339, 4.80449, 4.14498], [4.81416, 4.51646, 2.76493], [3.52222, 4.65538, 2.19335], [3.61296, 4.95153, 0.71371], [3.94948, 6.29882, 0.40995], [5.28492, 6.71261, 0.64636], [6.29256, 6.15398, -0.33406], [6.60394, 4.80422, -0.03396], [6.99263, 4.06944, -1.17137], [4.21166, 4.08039, 4.69732], [5.85340, 4.74187, 4.49303], [4.45366, 5.81916, 4.33512], [2.96887, 5.46063, 2.69022], [2.98006, 3.71042, 2.33536], [2.61521, 4.81109, 0.29332], [4.28057, 4.25036, 0.21049], [5.58550, 6.51475, 1.67716], [5.26972, 7.79720, 0.51401], [7.21959, 6.74083, -0.26683], [5.88988, 6.23927, -1.35008], [6.20652, 4.08417, -1.93511], [7.15120, 3.03863, -0.86038], [7.92432, 4.46080, -1.59718]],
  "forces_ev_per_angstrom": [[-0.01, -0.18, 0.00], [0.44, 0.10, 0.51], [-0.31, 0.45, 1.17], [0.11, -0.19, -0.74], [0.21, -0.45, 0.06], [0.76, -0.01, 1.19], [-1.24, -0.82, -0.71], [0.37, -0.15, -0.38], [0.70, 0.45, 0.33], [-0.71, 0.58, 0.09], [0.64, -0.22, 0.47], [0.21, -0.33, -0.08], [-0.34, 0.17, -0.26], [0.30, -0.26, -0.01], [0.29, 0.21, 0.22], [1.24, -0.94, 0.10], [-1.16, 1.06, -0.10], [-0.92, 0.38, -1.37], [-0.36, 0.11, -0.22], [-0.06, 0.18, 0.08], [0.10, -0.01, 0.11], [-0.10, -0.09, -0.14], [-0.09, 0.10, -0.08], [-0.03, -0.21, 0.14], [-0.12, 0.33, 0.02], [0.02, -0.08, -0.20], [0.06, -0.02, 0.05], [-0.05, -0.12, -0.01], [0.03, 0.21, 0.20], [0.09, 0.00, -0.22], [0.06, 0.01, 0.06], [0.06, -0.06, 0.04], [-0.01, 0.05, -0.02], [0.09, 0.02, -0.02], [-0.01, -0.01, 0.00], [0.09, -0.15, -0.10], [0.00, -0.03, 0.01], [0.04, 0.08, 0.16], [-0.06, 0.19, -0.03], [0.00, -0.02, -0.06], [-0.06, -0.17, -0.07], [0.00, -0.03, 0.01], [-0.09, -0.03, 0.02], [0.01, 0.00, 0.06], [-0.04, -0.01, -0.07], [0.23, 0.04, 0.03], [-0.34, 0.06, -0.18], [0.38, 0.05, -0.20], [-0.05, -0.02, 0.18], [0.03, -0.12, -0.12], [-0.12, 0.05, 0.10], [0.15, 0.24, -0.04], [0.03, -0.18, 0.14], [-0.01, 0.13, 0.03], [-0.27, -0.02, -0.22], [0.02, -0.03, -0.01], [0.01, -0.01, 0.05], [0.01, -0.02, 0.05], [-0.15, -0.05, 0.20], [-0.07, 0.00, 0.00], [0.02, 0.16, -0.05], [0.19, -0.03, -0.07], [0.00, -0.03, -0.01], [-0.15, -0.12, -0.02], [-0.01, -0.01, 0.01], [-0.02, -0.02, -0.08], [0.00, 0.05, -0.02], [0.01, -0.09, -0.02], [-0.03, -0.18, -0.06], [0.08, 0.29, -0.02], [0.20, -0.27, 0.01], [-0.15, 0.01, -0.05], [0.04, 0.00, -0.02], [-0.07, 0.12, 0.02], [0.19, -0.13, 0.19], [-0.21, -0.08, -0.08], [0.04, 0.02, 0.12], [-0.02, 0.09, 0.10], [0.01, -0.06, -0.04], [-0.06, -0.03, 0.05], [-0.02, 0.01, -0.01], [-0.17, 0.09, 0.00], [-0.01, 0.04, 0.00], [0.11, -0.01, 0.13], [0.09, -0.16, -0.04], [-0.03, 0.00, -0.03], [-0.07, 0.13, -0.12], [-0.01, 0.01, 0.00], [0.05, 0.03, -0.06], [0.03, 0.01, 0.04], [-0.02, -0.02, -0.08]]
}

{
  "formula": "C25H4F15GeNO4PtS",
  "method": "ωB97M-V/def2-TZVPD",
  "homo_ev": -8.5,
  "e_lumo_ev": -1.9,
  "homo_lumo_gap_ev": 6.589,
  "multiplicity": 1,
  "total_charge": 0,
  "energy_ev": -147029.3021,
  "largest_force_ev_per_a": 0.44,
  "elements": ["Pt", "O", "C", "O", "C", "C", "C", "C", "C", "N", "C", "O", "O", "H", "H", "H", "H", "F", "C", "C", "C", "F", "C", "F", "C", "F", "C", "F", "Ge", "S", "C", "C", "F", "C", "F", "C", "F", "C", "F", "C", "F", "C", "C", "F", "C", "F", "C", "F", "C", "F", "C", "F"],
  "positions_angstrom": [[1.22827, -1.35262, 1.67822], [-2.43202, -2.08628, 3.47917], [-1.22722, -2.03689, 2.96788], [-0.74889, -1.01105, 2.48262], [-0.43904, -3.29993, 2.98943], [-0.73871, -4.51586, 3.56911], [0.22698, -5.52021, 3.49666], [1.44636, -5.28861, 2.87173], [1.67364, -4.04250, 2.30999], [0.73201, -3.11688, 2.37929], [2.93619, -3.56813, 1.59211], [3.86476, -4.32412, 1.46820], [2.88334, -2.33241, 1.14838], [-2.85983, -1.21111, 3.39560], [-1.68689, -4.66874, 4.06393], [0.02572, -6.48447, 3.94248], [2.22195, -6.03932, 2.81171], [0.76098, -1.38418, -1.54914], [1.35276, -0.54298, -2.41273], [1.31607, 0.81943, -2.17015], [1.95381, 1.62716, -3.09322], [1.99006, 2.95727, -2.92598], [2.58281, 1.11671, -4.21598], [3.18394, 1.92532, -5.08818], [2.58697, -0.24973, -4.42836], [3.18581, -0.75475, -5.50178], [1.96809, -1.09175, -3.51962], [1.97081, -2.40821, -3.72382], [0.52070, 1.45018, -0.48669], [1.81567, 0.83369, 1.14356], [-1.33539, 0.77040, -0.36104], [-2.00204, 0.97090, 0.83396], [-1.44554, 1.71597, 1.79398], [-3.23169, 0.40285, 1.10041], [-3.78595, 0.51474, 2.32798], [-3.87015, -0.34034, 0.12698], [-5.05170, -0.89636, 0.37824], [-3.26880, -0.49934, -1.10928], [-3.89252, -1.18833, -2.06256], [-2.01842, 0.05481, -1.33199], [-1.49329, -0.12530, -2.54531], [0.26089, 3.39448, -0.56034], [0.74730, 4.32046, 0.34532], [1.51229, 3.94338, 1.36982], [0.46943, 5.67364, 0.22998], [0.95104, 6.54368, 1.11682], [-0.31544, 6.12499, -0.81512], [-0.58654, 7.42030, -0.93259], [-0.82037, 5.22551, -1.73975], [-1.57654, 5.65812, -2.74785], [-0.52277, 3.88646, -1.59110], [-1.01889, 3.02998, -2.50100]],
  "forces_ev_per_angstrom": [[-0.33, 0.28, -0.05], [-0.06, 0.09, 0.01], [0.10, 0.01, -0.14], [-0.13, 0.01, 0.07], [-0.02, 0.04, 0.05], [-0.04, 0.03, -0.03], [0.04, 0.01, -0.01], [-0.06, -0.03, 0.02], [-0.02, -0.06, -0.05], [0.18, -0.12, 0.08], [0.01, 0.14, -0.13], [0.01, -0.05, 0.00], [0.08, 0.01, 0.10], [0.03, -0.05, 0.01], [0.00, -0.01, 0.00], [0.00, 0.00, 0.00], [0.00, 0.00, 0.00], [-0.01, -0.01, -0.01], [0.03, 0.02, -0.01], [-0.04, -0.01, -0.01], [-0.02, 0.00, 0.01], [0.00, 0.00, -0.01], [0.01, 0.01, -0.01], [0.00, 0.00, 0.00], [0.01, 0.00, -0.01], [0.00, 0.00, 0.00], [0.00, -0.01, 0.00], [0.00, 0.00, 0.00], [0.06, -0.10, -0.06], [0.13, -0.05, 0.10], [0.00, 0.02, -0.02], [0.03, 0.00, 0.01], [0.02, -0.06, 0.02], [-0.06, 0.00, 0.17], [0.05, -0.05, -0.10], [0.01, 0.00, -0.02], [-0.01, -0.01, 0.00], [0.01, 0.00, 0.00], [0.00, -0.01, -0.01], [0.01, 0.00, 0.03], [0.00, -0.01, -0.01], [-0.01, 0.00, -0.04], [0.02, -0.01, -0.01], [0.00, 0.00, -0.01], [0.01, 0.01, 0.01], [0.00, 0.00, 0.00], [0.00, 0.00, 0.00], [0.00, -0.01, 0.00], [0.00, 0.01, 0.01], [0.00, 0.00, 0.00], [-0.01, -0.02, 0.02], [0.00, 0.00, 0.00]]
}